# 1
A structure of composition C6H15N at a distorted geometry, computed with ωB97M-V/def2-TZVPD.

- molar mass (g/mol) = 101.19
- HOMO level (eV) = -8.250
- total energy (eV) = -7949.48520
- net charge = 0
- HOMO-LUMO gap (eV) = 8.38

XYZ file:
```
22
Properties=species:S:1:pos:R:3:forces:R:3
C -0.9515 0.6926 -1.3420 -1.3 -1.6 -1.5
C -0.2467 -1.3628 -2.2195 0.1 0.0 -0.1
C -0.6550 -1.5717 0.8542 1.1 1.9 0.7
N -1.1650 -0.6252 -1.3766 0.2 1.7 -0.1
H -0.3732 1.1644 -2.1477 0.4 -0.1 0.3
H -1.8115 1.2893 -1.0396 0.2 0.0 0.4
H -0.6442 -1.3665 -3.2411 0.0 0.0 0.1
H -0.1849 -2.3991 -1.8895 0.0 0.0 0.0
H 0.7698 -0.9447 -2.2614 -0.1 0.0 0.1
H -0.6894 -2.4437 0.2167 0.3 0.2 -0.2
H -0.0922 -1.7610 1.7702 -0.2 -0.4 0.2
H -1.6515 -1.2083 1.0721 -0.1 -0.1 0.1
H -0.0762 0.8925 -0.3227 1.4 -0.4 1.9
C 0.0619 1.5639 1.9571 -0.1 -0.2 0.1
C 0.7308 0.8213 0.8381 -0.4 1.8 -1.4
C 2.0462 0.8232 0.6292 -0.1 -0.2 0.0
H 0.0760 -0.4414 0.6581 -1.4 -2.4 -0.6
H -0.4860 0.8686 2.5977 0.0 0.0 0.0
H -0.6680 2.2814 1.5737 0.1 0.0 0.0
H 0.7863 2.0970 2.5754 0.0 0.0 0.0
H 2.4934 0.3191 -0.2169 0.0 0.0 -0.1
H 2.7308 1.3113 1.3146 0.0 -0.1 0.1
```
Forces are in eV/Å.

Let us look at the Löwdin charges, expressed in e, one per atom:
1. C -0.179
2. C -0.155
3. C -0.045
4. N -0.114
5. H 0.102
6. H 0.092
7. H 0.083
8. H 0.061
9. H 0.079
10. H 0.009
11. H 0.027
12. H 0.026
13. H 0.082
14. C -0.095
15. C -0.359
16. C 0.001
17. H 0.045
18. H 0.075
19. H 0.077
20. H 0.075
21. H 0.053
22. H 0.058



# 2
A structure of composition C5H6N2O at a distorted geometry, computed with ωB97M-V/def2-TZVPD.

- molar mass (g/mol) = 110.12
- HOMO level (eV) = -7.968
- total energy (eV) = -10304.94604
- net charge = 0
- HOMO-LUMO gap (eV) = 8.11

XYZ file:
```
14
Properties=species:S:1:pos:R:3:forces:R:3
C -1.6818 -0.0100 -0.1574 1.8 -0.4 -0.4
C -0.5267 1.7949 0.0866 0.8 0.9 -1.9
C 1.6080 0.1451 -0.1845 7.0 2.3 2.6
C 0.9972 -1.1827 -0.0298 -2.4 -3.0 0.7
C -0.2895 -0.2792 -0.2466 -3.1 -4.7 -0.6
H -2.3806 -1.8249 0.5981 -2.1 4.4 -3.7
H -0.3515 2.8262 0.0971 0.6 1.2 0.1
H 2.1269 0.2630 0.8279 -0.2 0.7 -1.3
H 2.3671 0.5439 -0.9220 -0.9 -1.3 0.3
H 1.0135 -1.5011 1.1476 0.1 0.4 -3.0
H 1.2417 -2.0925 -0.7106 -0.5 1.8 1.2
N -1.7421 1.3559 -0.0985 -1.1 -1.5 1.4
N 0.4082 0.8337 -0.2287 -3.2 2.3 0.9
O -2.7905 -0.8724 -0.1792 3.2 -3.3 3.7
```
Forces are in eV/Å.

Let us look at the Löwdin charges, expressed in e, one per atom:
1. C -0.348
2. C -0.146
3. C -0.218
4. C -0.069
5. C -0.190
6. H 0.289
7. H 0.096
8. H 0.136
9. H 0.147
10. H 0.154
11. H 0.128
12. N 0.116
13. N -0.025
14. O -0.070



# 3
An isolated molecule of C2H7NO2Si at a distorted geometry, computed with ωB97M-V/def2-TZVPD.

- molar mass (g/mol) = 105.17
- HOMO level (eV) = -8.847
- total energy (eV) = -15646.45964
- net charge = 0
- structure (SMILES) = C/C=[N+](\[O-])O[SiH3]
- HOMO-LUMO gap (eV) = 9.72

XYZ file:
```
13
Properties=species:S:1:pos:R:3:forces:R:3
C 2.3554 -0.1413 0.0665 0.0 1.9 -2.9
C 1.1460 0.6772 -0.0726 -0.2 -1.9 0.3
N 0.0148 0.0598 0.0156 -0.4 1.5 -1.0
O -1.1284 0.8679 -0.0373 -0.2 0.7 0.1
O -0.2148 -1.1437 0.0014 0.1 -1.3 0.7
Si -2.5924 -0.0192 0.0751 1.7 -2.7 -0.5
H 2.6601 -0.0806 1.0387 1.5 -0.3 2.4
H 3.0926 0.0784 -0.7142 0.4 0.9 0.7
H 2.1199 -1.0610 -0.2868 -0.9 -3.4 0.0
H 1.2021 1.6861 -0.2329 -0.5 2.3 -0.1
H -2.4355 -1.0726 -1.1002 -0.7 1.0 1.3
H -2.5035 -0.7127 1.4729 -0.6 0.7 -1.2
H -3.7162 0.8618 -0.2260 0.0 0.4 0.3
```
Forces are in eV/Å.

Let us look at the Löwdin charges, expressed in e, one per atom:
1. C -0.036
2. C -0.074
3. N -0.344
4. O -0.273
5. O -0.086
6. Si 0.644
7. H 0.061
8. H 0.099
9. H 0.042
10. H 0.104
11. H -0.025
12. H -0.031
13. H -0.081



# 4
A structure of composition C21H59F2N6O12S2V at a distorted geometry, computed with ωB97M-V/def2-TZVPD.

- molar mass (g/mol) = 740.81
- multiplicity = 2
- HOMO level (spin up / spin down) (eV) = -4.209 / -5.889
- total energy (eV) = -109032.10590
- net charge = -1
- ⟨S²⟩ = 0.76
- HOMO-LUMO gap (spin up / spin down) (eV) = 5.77 / 7.48

XYZ file:
```
103
Properties=species:S:1:pos:R:3:forces:R:3
O 2.4645 2.4374 -2.0100 -1.1 -0.2 -0.3
V 1.7668 1.1527 -1.2637 3.7 3.3 0.6
O 2.9166 0.1559 -0.7692 0.4 -1.2 0.6
N -0.1045 0.4439 -1.2679 0.8 -5.2 2.6
S -1.4892 0.8542 -1.4832 -9.4 8.8 -6.7
O -2.4268 1.1885 -0.4241 1.4 -1.7 0.1
O -2.1229 0.4746 -2.7706 1.6 -0.4 3.1
F -1.0666 2.4271 -1.8563 0.2 -1.1 0.2
S -0.5049 -1.0528 -0.5269 4.5 -5.8 -0.4
O -1.2557 -2.0961 -1.2487 -0.2 3.3 1.5
O -0.4235 -1.0453 0.9045 -1.0 0.8 -1.2
F 0.9521 -1.6083 -0.9512 -0.5 0.1 0.5
C -4.9348 -0.4895 2.0288 -0.7 0.4 -0.7
O -3.6784 0.0318 1.7147 0.6 0.0 0.4
H -5.2195 -0.2981 3.0634 0.1 -0.3 0.2
H -5.6850 -0.0008 1.4071 -0.3 0.0 0.0
H -4.9859 -1.5443 1.7588 0.1 -0.2 0.4
H -3.7653 0.7761 1.1147 0.2 -0.2 -0.1
C 1.4784 4.6618 0.7187 -0.1 0.6 -0.9
C 2.2061 3.4157 1.1205 -1.0 0.2 1.5
C 2.3815 3.3774 2.6297 1.4 -0.5 0.2
O 3.2942 4.4344 2.9120 -1.1 0.3 1.1
C 3.3279 4.7039 4.2905 0.6 1.1 0.2
N 1.4201 2.2329 0.7312 0.7 -1.1 -1.1
H 1.9630 5.5846 1.0374 0.1 -0.2 0.2
H 0.4451 4.6857 1.0648 -0.1 -0.2 0.1
H 1.4870 4.6581 -0.3713 -0.3 0.2 -0.1
H 3.2304 3.5027 0.7580 -0.2 -0.8 -0.7
H 2.8864 2.5072 3.0491 0.2 -0.8 -0.7
H 1.4557 3.3087 3.2010 -0.6 1.2 0.0
H 3.6510 3.8900 4.9396 0.2 -0.5 -0.3
H 2.4028 5.0771 4.7300 -0.6 -0.1 -0.4
H 4.0162 5.5398 4.4156 0.3 -0.1 0.1
H 1.6719 1.5097 1.3898 0.4 -0.9 0.1
H 0.4276 2.2596 0.9164 -0.4 1.1 0.0
C -3.2511 -6.1739 -5.8294 1.6 0.1 -1.3
C -3.1052 -5.6517 -4.3835 -0.5 -0.6 -2.2
C -2.1067 -4.3774 -4.2865 -2.3 -1.3 0.7
O -2.7193 -3.2377 -4.8930 0.2 -1.8 -0.2
C -1.9586 -2.1022 -4.6087 -0.4 0.9 0.6
N -4.4291 -5.4290 -3.8330 -0.2 1.6 1.0
H -3.6675 -5.5730 -6.6379 0.3 1.1 0.4
H -3.7390 -7.0972 -6.1419 -0.3 -0.6 1.5
H -2.1972 -6.3791 -6.0174 0.2 0.0 -1.0
H -2.6688 -6.5544 -3.9561 0.4 0.5 0.9
H -1.0889 -4.5757 -4.6224 -0.1 -0.2 -0.7
H -1.9772 -4.2273 -3.2147 -0.2 0.4 0.3
H -1.9564 -1.9742 -3.5262 0.6 0.1 0.0
H -2.4652 -1.2153 -4.9893 0.0 -0.2 -0.3
H -0.9607 -2.1614 -5.0433 0.2 0.0 0.1
H -4.6208 -4.4663 -4.0707 -0.1 0.6 0.5
H -5.1838 -5.8706 -4.3385 0.4 -0.8 -0.2
C 0.3832 -1.3282 3.8289 -0.1 -0.4 1.8
C 1.5288 -0.3213 3.9670 -0.7 -1.7 -0.5
C 2.7922 -0.7325 4.7771 -0.7 1.6 1.2
O 3.7444 0.3026 4.5580 0.4 0.1 -0.3
C 4.9046 0.1456 5.3478 0.8 1.0 -1.8
N 1.8780 -0.0673 2.5873 1.4 0.7 -0.1
H -0.4865 -0.8075 3.4280 0.1 -0.3 -0.3
H 0.0919 -1.7161 4.8050 -0.2 0.1 0.3
H 0.6330 -2.2262 3.2638 0.1 0.3 -0.4
H 1.0447 0.5625 4.3825 0.6 0.3 0.4
H 3.2180 -1.7274 4.6465 -0.1 -0.2 -0.7
H 2.6840 -0.5681 5.8491 -1.1 -0.9 0.4
H 5.5229 1.0079 5.0983 -0.1 0.4 0.2
H 5.5079 -0.6413 4.8951 -0.1 -0.8 0.8
H 4.7927 0.1573 6.4320 -0.4 -0.6 0.0
H 1.7658 -0.8966 2.0218 -0.2 -0.1 -0.1
H 2.8757 0.0800 2.6436 0.4 0.5 -0.8
C 1.0191 -5.2625 -1.8744 0.5 0.4 -0.7
C 2.3917 -4.8986 -1.2777 -1.6 0.1 2.3
C 2.1668 -4.5632 0.2459 0.5 0.5 -0.1
O 3.3964 -4.2691 0.9094 -1.3 -2.4 0.5
C 3.9265 -3.0372 0.6859 2.0 0.9 -0.3
N 3.3359 -6.0125 -1.4089 -0.2 1.0 -0.3
H 1.2085 -5.4730 -2.9269 -0.3 -0.1 -0.1
H 0.2371 -4.5067 -1.8006 0.4 0.5 0.0
H 0.5374 -6.1342 -1.4314 0.5 -0.3 0.2
H 2.8840 -3.9917 -1.6287 -0.4 -0.1 -0.9
H 1.6814 -5.3926 0.7602 0.3 -0.4 0.0
H 1.5475 -3.6984 0.4840 -0.5 0.2 -0.8
H 3.2784 -2.1642 0.7632 -0.3 -0.1 0.0
H 4.4635 -2.9997 -0.2619 -0.3 0.3 -0.6
H 4.7530 -2.9952 1.3952 -0.1 0.6 0.3
H 3.0600 -6.7136 -0.7363 0.2 -0.3 0.2
H 4.1770 -5.5669 -1.0711 0.6 -0.7 0.2
C -2.1830 6.0026 -3.2020 0.1 1.0 0.7
C -2.3793 5.3733 -1.8211 0.1 1.3 -0.2
C -2.8885 6.5019 -0.8043 -0.3 -0.6 -0.9
O -3.6064 6.0205 0.3127 1.2 -0.3 0.4
C -2.8644 5.4634 1.3778 -0.9 0.2 1.7
N -3.3747 4.3679 -2.0125 -0.8 -0.4 0.6
H -1.4825 6.8369 -3.1644 0.6 -0.3 -0.1
H -3.0937 6.5485 -3.4482 -0.5 -0.4 -0.3
H -1.9508 5.2582 -3.9636 0.1 0.2 0.2
H -1.4795 4.8310 -1.5310 0.2 0.4 0.4
H -3.7041 7.0640 -1.2592 0.2 0.0 -0.9
H -2.1535 7.2614 -0.5377 0.5 -0.2 0.2
H -3.3351 5.8685 2.2735 -0.7 -0.3 0.3
H -1.8618 5.7799 1.6654 0.6 0.2 -1.5
H -2.9375 4.3785 1.4539 0.1 -0.1 -0.4
H -3.5035 3.9284 -1.1123 -0.2 -0.6 0.1
H -4.2340 4.8816 -2.1453 -0.6 -0.1 -0.3
```
Forces are in eV/Å.

These are the Löwdin partial charges, in e, on atoms 1 to 99:
1. O -0.519
2. V 0.662
3. O -0.482
4. N -0.370
5. S 0.476
6. O -0.270
7. O -0.267
8. F -0.232
9. S 0.640
10. O -0.252
11. O -0.237
12. F -0.224
13. C -0.178
14. O -0.129
15. H 0.069
16. H 0.076
17. H 0.077
18. H 0.038
19. C -0.049
20. C -0.378
21. C -0.207
22. O -0.169
23. C -0.131
24. N 0.042
25. H 0.082
26. H 0.069
27. H 0.080
28. H 0.156
29. H 0.108
30. H 0.130
31. H 0.081
32. H 0.082
33. H 0.084
34. H 0.029
35. H 0.099
36. C -0.103
37. C -0.388
38. C -0.160
39. O -0.185
40. C -0.118
41. N 0.023
42. H 0.070
43. H 0.062
44. H 0.064
45. H 0.117
46. H 0.116
47. H 0.103
48. H 0.054
49. H 0.090
50. H 0.095
51. H 0.060
52. H 0.059
53. C -0.067
54. C -0.388
55. C -0.164
56. O -0.232
57. C -0.112
58. N 0.046
59. H 0.076
60. H 0.072
61. H 0.078
62. H 0.133
63. H 0.129
64. H 0.114
65. H 0.084
66. H 0.091
67. H 0.089
68. H 0.051
69. H 0.074
70. C -0.059
71. C -0.408
72. C -0.177
73. O -0.205
74. C -0.146
75. N 0.043
76. H 0.071
77. H 0.057
78. H 0.076
79. H 0.133
80. H 0.120
81. H 0.106
82. H 0.069
83. H 0.088
84. H 0.090
85. H 0.067
86. H 0.060
87. C -0.073
88. C -0.431
89. C -0.180
90. O -0.192
91. C -0.119
92. N 0.043
93. H 0.071
94. H 0.066
95. H 0.084
96. H 0.120
97. H 0.115
98. H 0.117
99. H 0.076



# 5
A structure of composition C16H27ClIMnO2P2 at a distorted geometry, computed with ωB97M-V/def2-TZVPD.

- molar mass (g/mol) = 530.63
- multiplicity = 5
- HOMO level (spin up / spin down) (eV) = -14.873 / -14.557
- total energy (eV) = -91627.93146
- net charge = +2
- ⟨S²⟩ = 6.35
- HOMO-LUMO gap (spin up / spin down) (eV) = 4.88 / 4.26

XYZ file:
```
50
Properties=species:S:1:pos:R:3:forces:R:3
C -0.1252 2.3074 -2.1594 -0.2 -0.3 -0.4
C -0.0638 2.1572 -0.6683 -2.0 4.0 1.4
H 0.8465 2.6508 -2.5430 -0.2 -0.2 0.2
H -0.8915 3.0501 -2.4111 0.1 -0.2 0.2
H -0.3807 1.3568 -2.6564 0.2 0.3 0.1
O -0.8449 2.7359 0.1150 2.3 -2.1 -2.0
I 0.7500 -2.3820 1.2641 -0.1 -1.3 0.2
Mn 0.3218 -0.1559 0.3712 1.3 -1.5 0.3
P 2.0364 -0.8676 -1.3274 1.2 -0.2 -0.5
C 3.6441 -0.9205 -0.4569 -0.2 0.2 0.2
C 1.9224 -2.5456 -2.0522 -0.4 -0.1 0.1
H 2.7689 -2.6876 -2.7380 -0.2 0.1 0.2
H 3.2555 -0.3488 -3.3503 -0.2 0.2 0.2
H 0.9863 -2.6628 -2.6097 0.3 0.0 0.1
H 1.5636 0.2282 -3.4499 0.3 0.0 0.0
H 3.6204 -1.6830 0.3294 0.1 0.2 -0.2
H 1.9587 -3.3033 -1.2609 0.0 0.2 -0.3
C 2.4416 0.1406 -2.7981 -0.3 0.2 0.1
H 4.4386 -1.1442 -1.1805 -0.2 0.1 0.2
H 2.7629 1.1424 -2.4860 0.0 -0.2 -0.2
H 3.8252 0.0615 -0.0010 0.1 -0.2 -0.1
P -1.7529 -0.7246 -0.5949 -1.8 -0.7 -0.2
C -2.9532 0.5593 -1.0858 0.3 0.5 0.0
C -1.5333 -1.7115 -2.1249 0.4 0.1 0.0
H -2.4212 -2.8737 0.3223 0.0 0.2 0.1
H -3.8064 -1.7406 0.1815 0.3 -0.1 0.0
H -2.6384 -1.5618 1.5165 -0.1 -0.2 -0.2
C -2.7497 -1.8378 0.4621 0.1 0.0 0.2
H -1.2598 -2.7426 -1.8675 0.0 0.3 -0.1
H -2.4768 -1.7116 -2.6887 0.2 0.0 0.2
H -2.9317 0.6809 -2.1758 0.0 0.0 0.2
H -2.6958 1.5151 -0.6138 -0.3 -0.2 -0.1
H -0.7442 -1.2798 -2.7562 -0.3 -0.1 0.1
H -3.9584 0.2542 -0.7690 0.3 0.1 -0.1
C 1.2153 1.5254 -0.1150 2.8 2.0 0.3
O 2.2790 2.0514 0.1307 -2.9 -1.5 -0.7
Cl -2.9554 1.0876 2.3906 0.2 0.0 0.0
C -1.9968 0.0954 3.4258 -0.5 -0.2 0.5
C -2.6497 -0.6458 4.4102 0.1 0.0 -0.1
C -1.9162 -1.4936 5.2464 -0.4 0.3 -0.3
C -0.5280 -1.5555 5.1188 0.9 0.2 -0.2
C 0.1231 -0.7874 4.1634 -0.1 -0.5 0.6
C -0.5942 0.0364 3.2789 0.7 0.8 -1.5
C 0.1181 0.7675 2.1977 -1.1 0.2 2.3
H -3.7295 -0.5582 4.5033 0.2 -0.1 0.0
H -2.4331 -2.0933 5.9956 0.1 0.2 -0.2
H 0.0580 -2.2095 5.7673 -0.2 0.2 -0.2
H 1.2087 -0.8281 4.0768 -0.3 0.0 0.0
H 1.1945 0.8551 2.4086 0.0 -0.3 -0.2
H -0.3198 1.7462 1.9610 -0.1 -0.2 -0.3
```
Forces are in eV/Å.

Let us look at the Löwdin charges, expressed in e, one per atom:
1. C 0.025
2. C -0.413
3. H 0.113
4. H 0.124
5. H 0.084
6. O 0.093
7. I 0.811
8. Mn 0.009
9. P 0.746
10. C -0.233
11. C -0.258
12. H 0.074
13. H 0.074
14. H 0.032
15. H 0.049
16. H 0.028
17. H 0.011
18. C -0.226
19. H 0.077
20. H 0.055
21. H 0.051
22. P 0.797
23. C -0.228
24. C -0.225
25. H 0.050
26. H 0.071
27. H 0.012
28. C -0.253
29. H 0.059
30. H 0.079
31. H 0.065
32. H 0.022
33. H 0.032
34. H 0.067
35. C -0.344
36. O 0.176
37. Cl 0.815
38. C -0.590
39. C -0.064
40. C 0.003
41. C -0.030
42. C -0.094
43. C -0.325
44. C -0.114
45. H 0.124
46. H 0.135
47. H 0.131
48. H 0.118
49. H 0.110
50. H 0.074